(1)
{"formula": "C5H6O2", "method": "wB97M-V/def2-TZVPD", "total_charge": 0, "orbital_gap_ha": [0.3143, 0.3144], "relative_energy_ev": 6.9795, "lumo_ev": [0.20, 0.20], "multiplicity": 1, "elements": ["C", "C", "C", "C", "C", "O", "O", "H", "H", "H", "H", "H", "H"], "xyz": [[2.9438, 0.4372, 1.0058], [1.5442, 0.4929, 0.3418], [-0.5213, 1.4228, -0.1365], [1.3071, -0.5283, -0.7700], [-1.4284, 0.4766, 0.6011], [-0.5057, 2.2552, -0.9212], [2.7584, 1.2444, 0.0188], [0.6540, -0.1984, -1.5057], [0.9243, -1.3558, -0.1815], [2.2331, -0.8650, -1.2231], [-0.7625, -0.2781, 1.1075], [-1.9698, -0.1414, -0.0677], [-2.0893, 0.8793, 1.4453]], "forces_ev_per_a": [[-1.6, 0.5, -0.3], [-1.1, 0.5, -1.6], [2.4, -1.7, 2.7], [1.4, -0.8, 2.6], [0.8, -0.8, 2.3], [-0.5, 0.7, -0.8], [0.8, 0.7, 0.2], [-1.3, 0.5, -1.4], [-0.5, -0.7, -0.6], [0.2, 0.0, -0.1], [-0.6, 1.1, -0.4], [-1.0, -0.1, -1.0], [0.9, 0.1, -1.6]], "mulliken_charge": [-0.367, 0.331, 0.510, -1.124, -0.753, -0.297, -0.176, 0.269, 0.310, 0.410, 0.263, 0.298, 0.325]}

(2)
{"formula": "C17H13Cl48N3O2S2Si2", "method": "wB97M-V/def2-TZVPD", "total_charge": 0, "orbital_gap_ha": 0.3148, "relative_energy_ev": 5.7720, "lumo_ev": -0.62, "multiplicity": 1, "elements": ["N", "C", "Si", "O", "Si", "S", "C", "C", "S", "C", "N", "N", "C", "O", "H", "H", "H", "H", "H", "H", "H", "H", "H", "H", "H", "H", "H", "C", "Cl", "Cl", "Cl", "Cl", "C", "Cl", "Cl", "Cl", "Cl", "C", "Cl", "Cl", "Cl", "Cl", "C", "Cl", "Cl", "Cl", "Cl", "C", "Cl", "Cl", "Cl", "Cl", "C", "Cl", "Cl", "Cl", "Cl", "C", "Cl", "Cl", "Cl", "Cl", "C", "Cl", "Cl", "Cl", "Cl", "C", "Cl", "Cl", "Cl", "Cl", "C", "Cl", "Cl", "Cl", "Cl", "C", "Cl", "Cl", "Cl", "Cl", "C", "Cl", "Cl", "Cl", "Cl"], "xyz": [[-4.2583, -4.7486, 1.3614], [-4.8035, -4.2376, 0.0206], [-5.3012, -5.7537, -1.1216], [-5.5802, -5.0916, -2.7245], [-4.3091, -5.5193, -3.8599], [-5.2761, -5.5380, -5.8393], [-2.9197, -4.1396, -4.0149], [-2.0358, -4.1177, -2.6339], [-0.1688, -4.2483, -3.0175], [0.4570, -5.4483, -1.7209], [1.4540, -6.5855, -1.7737], [1.3840, -7.0601, -0.4439], [0.4053, -6.2855, 0.4167], [-0.1986, -5.2148, -0.4042], [-3.8414, -3.9603, 1.9196], [-3.4498, -5.3713, 1.0756], [-4.0402, -3.5750, -0.5730], [-5.7930, -3.6056, 0.2211], [-6.5670, -6.2553, -0.5453], [-4.3356, -6.8418, -1.0577], [-3.7427, -6.8493, -3.6837], [-5.5664, -4.1491, -6.0347], [-2.2885, -4.3536, -4.9872], [-3.5047, -3.1020, -4.0662], [-2.2979, -5.1095, -2.0306], [-2.2759, -3.2267, -1.9106], [0.0864, -6.4126, 1.5430], [-5.6240, -7.2425, 3.9285], [-4.1870, -6.2876, 4.3730], [-6.0669, -8.3140, 5.2814], [-6.9807, -6.1437, 3.5725], [-5.2615, -8.2249, 2.4869], [0.9098, -1.7745, 1.5372], [0.4136, -3.1760, 0.5554], [0.6809, -0.2790, 0.5960], [-0.0825, -1.7036, 3.0154], [2.6272, -1.9391, 1.9821], [-4.6842, -2.8814, 6.4960], [-3.6853, -3.9030, 7.5604], [-5.6469, -3.9167, 5.4116], [-5.7764, -1.8812, 7.4867], [-3.6282, -1.8245, 5.5253], [4.3482, 1.3761, -1.0291], [5.7852, 2.3310, -0.5845], [3.9053, 0.3046, 0.3238], [2.9915, 2.4749, -1.3851], [4.7106, 0.3937, -2.4706], [-0.6445, 3.0249, -3.2642], [-2.2087, 3.8491, -3.0443], [-0.4380, 1.7936, -1.9930], [-0.6064, 2.2397, -4.8632], [0.6753, 4.2169, -3.1564], [3.6423, 4.2112, -6.2472], [1.9797, 4.0653, -6.8709], [3.7085, 3.5845, -4.5806], [4.7488, 3.2709, -7.2797], [4.1321, 5.9242, -6.2574], [4.7275, 5.6231, 1.5826], [5.7264, 4.6014, 2.6470], [3.7648, 4.5878, 0.4982], [3.6353, 6.6232, 2.5732], [5.7835, 6.6799, 0.6118], [-5.4284, 5.8492, -1.0323], [-4.6568, 4.9776, -2.3812], [-7.1071, 5.2832, -0.8422], [-4.5232, 5.5388, 0.4707], [-5.4265, 7.5974, -1.3764], [-9.0379, -7.0777, 8.2133], [-8.0390, -8.0994, 9.2777], [-10.0007, -8.1130, 7.1289], [-10.1301, -6.0776, 9.2039], [-7.9819, -6.0209, 7.2425], [7.5669, 9.1864, 3.2096], [8.8794, 8.1828, 3.8765], [7.3589, 10.6396, 4.2193], [7.9783, 9.6733, 1.5457], [6.0511, 8.2501, 3.1968], [7.9562, 6.5781, -8.3450], [7.6465, 6.7082, -10.0947], [7.7694, 8.1803, -7.5880], [6.7941, 5.4392, -7.6190], [9.6149, 5.9849, -8.0780], [12.0217, 10.4872, 4.1276], [13.4587, 11.4422, 4.5722], [11.5788, 9.4157, 5.4805], [10.6650, 11.5861, 3.7717], [12.3841, 9.5048, 2.6861]], "forces_ev_per_a": [[1.1, 0.3, -1.6], [-0.2, 0.8, 0.0], [-1.4, 2.6, 0.1], [3.0, -2.0, 0.7], [-1.6, 2.7, -0.9], [-0.1, 1.3, 0.2], [-0.2, 0.9, 0.8], [-0.8, -1.3, 0.8], [-0.2, -1.4, 1.6], [0.7, -1.7, 0.9], [-5.7, 5.0, 3.8], [-3.7, 3.4, 2.6], [2.5, -1.1, -4.6], [3.5, -5.3, -2.1], [-0.6, -1.0, -0.9], [-1.1, 1.0, 0.9], [-1.4, -0.9, 1.1], [2.2, -1.3, -0.5], [0.0, -0.1, -0.3], [0.5, -0.2, -0.3], [0.0, -0.3, 0.2], [0.5, -1.8, 0.6], [-1.2, 0.6, 2.0], [1.4, -2.2, -0.3], [0.7, 2.1, -1.1], [0.6, -1.6, -1.7], [0.9, 0.3, -2.8], [0.1, 0.0, 0.0], [0.0, -1.0, -0.3], [0.1, 0.2, -0.4], [0.2, -0.3, 0.0], [-0.1, 0.2, 0.3], [-0.1, 0.1, -0.2], [0.5, 1.6, 1.0], [-0.1, -0.3, 0.3], [0.2, 0.0, -0.3], [-0.5, -0.2, 0.1], [-0.2, 0.0, 0.0], [-0.2, 0.2, -0.3], [0.0, 1.0, 0.6], [0.3, -0.2, -0.2], [-0.2, -0.2, 0.2], [0.3, -0.1, 0.2], [-0.2, -0.4, -0.3], [0.4, 0.5, -0.6], [0.1, -0.6, -0.3], [-0.1, 0.3, 0.3], [0.0, 0.0, -0.1], [1.1, -0.5, 0.0], [-0.1, 0.3, -0.3], [0.0, 0.2, 0.4], [-0.4, -0.2, 0.0], [-0.1, 0.1, 0.1], [0.4, 0.0, 0.1], [0.1, 0.1, -0.5], [-0.5, 0.0, 0.3], [-0.6, -0.4, 0.3], [0.0, 0.0, -0.1], [-0.2, 0.2, -0.3], [0.2, 0.7, 0.7], [-0.1, -0.4, -0.2], [-0.3, -0.6, -0.3], [-0.1, 0.1, 0.1], [-0.9, 0.5, 0.4], [0.4, 0.1, -0.1], [-0.2, 0.1, -0.4], [0.0, -0.5, 0.1], [0.0, 0.1, 0.0], [-0.2, 0.2, -0.3], [0.2, 0.2, 0.3], [0.3, -0.2, -0.2], [-0.3, -0.2, 0.3], [-0.1, -0.1, 0.1], [-0.4, 0.2, -0.3], [0.0, -0.3, -0.2], [-0.1, -0.1, 0.4], [0.7, 0.8, 0.6], [0.0, -0.1, 0.1], [0.1, 0.0, 0.4], [0.0, -0.3, -0.2], [1.0, 0.5, -0.6], [-0.4, 0.2, -0.1], [0.0, 0.0, 0.0], [-0.3, -0.2, -0.1], [0.2, 0.3, -0.2], [0.4, -0.3, 0.1], [-0.1, 0.2, 0.3]], "mulliken_charge": [-0.373, -0.297, 0.434, -0.283, 0.400, -0.389, -0.563, -0.295, -0.104, 0.307, -0.274, -0.282, -0.030, -0.180, 0.199, 0.161, 0.065, 0.323, -0.191, -0.085, -0.048, 0.149, 0.368, 0.284, 0.078, 0.300, 0.324, 0.283, -0.055, -0.063, -0.106, -0.091, 0.115, 0.173, -0.010, -0.078, -0.132, 0.230, -0.104, 0.008, -0.102, -0.067, 0.135, -0.070, 0.009, 0.069, -0.098, 0.221, -0.034, -0.025, -0.106, -0.068, 0.262, -0.079, 0.035, -0.127, -0.098, 0.239, -0.076, 0.018, -0.120, -0.069, 0.362, -0.076, -0.094, -0.098, -0.094, 0.257, -0.097, -0.092, -0.103, 0.048, 0.261, -0.058, -0.099, -0.100, -0.023, 0.295, -0.101, -0.110, 0.017, -0.103, 0.314, -0.103, -0.089, -0.052, -0.080]}

(3)
{"formula": "C2H10N2O2", "method": "wB97M-V/def2-TZVPD", "total_charge": 0, "orbital_gap_ha": 0.3812, "relative_energy_ev": 0.2538, "lumo_ev": 0.90, "smiles": "[H]/N=C/NC.O.O", "multiplicity": 1, "elements": ["H", "N", "C", "N", "C", "H", "H", "H", "H", "H", "O", "H", "H", "O", "H", "H"], "xyz": [[-2.0062, 1.4184, 1.6660], [-1.2465, 0.8619, 1.2651], [-1.4503, 0.8445, 0.0004], [-0.6148, 0.3012, -0.9251], [-1.1570, -0.4858, -2.0413], [-2.3914, 1.1788, -0.4496], [0.1664, -0.1716, -0.4846], [-0.6973, -1.4663, -2.0079], [-1.0900, 0.0286, -2.9975], [-2.2459, -0.5631, -1.9368], [1.5439, 0.3924, 1.7084], [1.9878, 1.2131, 1.9402], [0.6215, 0.6843, 1.6434], [2.0972, -1.6581, -0.1790], [2.1052, -1.0469, 0.5926], [2.3633, -1.0130, -0.8504]], "forces_ev_per_a": [[0.3, -0.4, 0.3], [0.0, 0.9, -0.4], [-0.7, -0.7, -0.3], [0.4, -0.4, 0.3], [-1.0, 0.9, 0.3], [0.1, 0.2, 0.1], [0.2, 0.1, 0.0], [-0.1, -0.1, -0.4], [0.8, -0.1, -0.1], [0.1, -0.4, 0.3], [0.4, 0.4, 0.1], [0.4, -0.1, 0.0], [-0.8, -0.3, 0.0], [0.1, 1.1, 0.2], [-0.2, -0.6, 0.0], [0.1, -0.5, -0.2]], "mulliken_charge": [0.208, -0.704, 0.067, -0.229, -0.786, 0.318, 0.261, 0.293, 0.268, 0.296, -0.706, 0.315, 0.397, -0.676, 0.358, 0.320]}

(4)
{"formula": "C21H29CoN8S2", "method": "wB97M-V/def2-TZVPD", "total_charge": 2, "orbital_gap_ha": [0.2394, 0.2183], "relative_energy_ev": 1.2110, "lumo_ev": [-7.14, -8.32], "multiplicity": 5, "s2": 6.058, "elements": ["Co", "S", "C", "N", "N", "C", "C", "C", "C", "C", "C", "N", "N", "C", "C", "C", "C", "C", "C", "H", "H", "H", "H", "H", "H", "H", "H", "H", "H", "H", "C", "S", "C", "H", "H", "H", "H", "H", "H", "C", "N", "C", "N", "C", "N", "C", "N", "C", "C", "H", "H", "H", "H", "H", "H", "H", "H", "H", "H", "H", "H"], "xyz": [[0.0860, -0.7329, 1.0245], [2.1154, -1.4299, 0.0216], [1.6784, -0.9414, -1.4768], [2.3298, -1.4147, -2.5381], [2.3169, -0.6362, -3.5978], [2.4850, -1.2051, -4.8581], [2.4253, -0.4673, -6.0421], [2.5284, -1.1652, -7.2706], [2.7004, -2.5643, -7.2862], [2.7299, -3.3361, -6.0976], [2.5225, -2.6343, -4.9334], [0.7397, 0.1609, -1.7556], [-0.1093, 0.4344, -0.9363], [-1.1373, 1.2539, -1.1899], [-0.9807, 2.3785, -2.0147], [-1.9632, 3.3222, -2.0488], [-3.1436, 3.0748, -1.3647], [-3.2668, 2.0325, -0.5039], [-2.2153, 1.1507, -0.3516], [1.9665, 0.2792, -3.3597], [2.1229, 0.5971, -6.0035], [2.2918, -0.7001, -8.2468], [2.9356, -3.1199, -8.1991], [2.9436, -4.3693, -6.0575], [2.3148, -3.2329, -4.0638], [-0.0676, 2.6427, -2.5967], [-1.8602, 4.1250, -2.7048], [-3.9556, 3.7941, -1.4187], [-4.1348, 1.9411, 0.1146], [-2.3246, 0.2413, 0.3634], [-0.3518, -3.4507, 2.6989], [-1.3446, -2.5031, 1.5422], [-1.3839, -3.6641, 0.2237], [-0.7943, -4.4350, 2.8810], [-0.2811, -2.8775, 3.6060], [0.6963, -3.6721, 2.2901], [-0.3831, -3.7603, -0.2646], [-2.1346, -3.2968, -0.5491], [-1.6221, -4.6549, 0.6045], [0.7243, 0.1285, 3.5866], [0.6241, 0.9043, 4.7802], [0.9632, 2.3456, 4.4902], [0.1219, 2.8882, 3.4225], [0.2143, 2.1034, 2.2648], [-0.2454, 0.6234, 2.5112], [-1.6337, 0.6858, 3.0142], [-1.6879, 1.4689, 4.2515], [-0.7679, 0.8893, 5.2273], [-1.2928, 2.8560, 3.8970], [0.5004, -0.9926, 3.6853], [1.7981, 0.1491, 3.2278], [2.0437, 2.3879, 4.2307], [0.7995, 2.9285, 5.3732], [1.2833, 2.0692, 1.9107], [-0.5064, 2.4383, 1.5001], [-1.9295, -0.3812, 3.1726], [-2.1509, 1.1758, 2.2566], [-1.1573, -0.0806, 5.4075], [-0.8441, 1.4827, 6.1715], [-1.3434, 3.4468, 4.8402], [-1.9882, 3.3188, 3.1382]], "forces_ev_per_a": [[0.2, 0.8, -0.9], [-0.2, -0.8, 2.3], [-0.1, 1.6, -1.7], [-0.5, 0.4, 0.8], [-0.3, -1.2, -0.5], [-0.5, -1.0, 0.1], [-0.5, 0.2, -1.2], [-0.9, -0.1, 0.4], [1.1, -0.6, 0.3], [-0.2, 2.9, -0.4], [0.1, -0.2, 0.5], [1.7, -0.7, -2.2], [0.9, -3.6, 2.7], [0.1, 2.7, -0.4], [1.1, 0.5, -0.8], [-0.7, -1.5, 0.1], [-0.5, 1.8, -0.2], [0.1, -0.8, 0.9], [-1.4, -2.0, 1.2], [-0.1, 0.8, -1.1], [0.6, -0.7, -0.2], [0.6, 0.1, 0.9], [-0.5, 0.6, 0.0], [-0.2, -1.0, -0.2], [0.4, 0.2, 0.5], [-0.6, -0.9, 0.7], [0.1, 1.4, -0.7], [0.1, -0.1, -0.1], [-0.5, -0.1, 0.1], [0.3, 1.7, -1.3], [1.8, -0.8, -0.6], [-0.2, -0.1, 0.7], [0.2, 0.0, -2.4], [-0.3, 0.4, 0.1], [0.0, 0.0, 0.5], [-1.4, 0.6, 0.5], [-0.7, 0.2, 0.3], [0.9, -0.7, 1.0], [-0.4, 0.1, 0.0], [0.5, -1.4, -0.7], [-0.4, 0.4, 0.1], [0.8, -1.2, -0.7], [-0.9, 0.1, 0.8], [0.3, -1.2, -1.4], [2.5, 0.6, -0.2], [1.4, -1.3, 2.3], [-0.3, 0.5, -1.5], [-0.3, 1.7, 0.9], [0.0, 0.4, 0.9], [0.1, 1.5, 0.6], [-1.2, 0.3, -0.1], [-0.7, 0.1, 0.0], [0.0, 0.2, 0.6], [-1.1, 0.0, 0.1], [0.6, 0.3, 0.1], [-0.3, 0.9, 0.0], [-1.5, 0.6, -1.1], [0.1, -1.2, 0.4], [0.1, -0.5, -0.7], [0.0, -0.2, -0.8], [0.8, -0.7, 0.7]], "mulliken_charge": [0.124, -0.327, 0.465, -0.641, 0.366, 0.577, -0.254, -0.670, -0.245, -0.764, -0.036, -0.340, 0.372, 0.243, -0.101, -0.873, -0.395, -0.863, 0.075, 0.335, 0.331, 0.356, 0.370, 0.429, 0.393, 0.330, 0.483, 0.395, 0.472, 0.364, -0.968, 0.135, -0.918, 0.466, 0.297, 0.288, 0.261, 0.329, 0.423, -0.441, 0.154, -0.757, 0.141, -0.859, 1.431, -1.251, 0.071, -0.807, -0.676, -0.023, 0.249, 0.330, 0.373, 0.344, 0.269, 0.351, 0.474, 0.384, 0.329, 0.337, 0.293]}

Copy entry 3 word for word.
{"formula": "C2H10N2O2", "method": "wB97M-V/def2-TZVPD", "total_charge": 0, "orbital_gap_ha": 0.3812, "relative_energy_ev": 0.2538, "lumo_ev": 0.90, "smiles": "[H]/N=C/NC.O.O", "multiplicity": 1, "elements": ["H", "N", "C", "N", "C", "H", "H", "H", "H", "H", "O", "H", "H", "O", "H", "H"], "xyz": [[-2.0062, 1.4184, 1.6660], [-1.2465, 0.8619, 1.2651], [-1.4503, 0.8445, 0.0004], [-0.6148, 0.3012, -0.9251], [-1.1570, -0.4858, -2.0413], [-2.3914, 1.1788, -0.4496], [0.1664, -0.1716, -0.4846], [-0.6973, -1.4663, -2.0079], [-1.0900, 0.0286, -2.9975], [-2.2459, -0.5631, -1.9368], [1.5439, 0.3924, 1.7084], [1.9878, 1.2131, 1.9402], [0.6215, 0.6843, 1.6434], [2.0972, -1.6581, -0.1790], [2.1052, -1.0469, 0.5926], [2.3633, -1.0130, -0.8504]], "forces_ev_per_a": [[0.3, -0.4, 0.3], [0.0, 0.9, -0.4], [-0.7, -0.7, -0.3], [0.4, -0.4, 0.3], [-1.0, 0.9, 0.3], [0.1, 0.2, 0.1], [0.2, 0.1, 0.0], [-0.1, -0.1, -0.4], [0.8, -0.1, -0.1], [0.1, -0.4, 0.3], [0.4, 0.4, 0.1], [0.4, -0.1, 0.0], [-0.8, -0.3, 0.0], [0.1, 1.1, 0.2], [-0.2, -0.6, 0.0], [0.1, -0.5, -0.2]], "mulliken_charge": [0.208, -0.704, 0.067, -0.229, -0.786, 0.318, 0.261, 0.293, 0.268, 0.296, -0.706, 0.315, 0.397, -0.676, 0.358, 0.320]}